No. 1
52
Properties=species:S:1:pos:R:3:forces:R:3:lowdin_spin:R:1 method="wB97M-V/def2-TZVPD" gap_ev="8.0 / 4.8" total_charge=+2 mol_weight_g_mol=511.27 multiplicity=2 e_lumo_ev="-7.77 / -10.97" e_tot_ha=-3939.00801
N 2.98335 -1.12436 1.88936 0.0 -1.0 -0.6 -0.04
O 2.17095 -1.24845 0.99055 -0.6 -0.3 -0.5 0.26
O 3.40914 -0.02654 2.09828 1.0 1.3 1.1 0.36
O 3.38400 -2.10493 2.50770 0.0 0.3 0.2 0.41
C 0.30731 -3.96706 2.89672 0.7 0.9 -1.0 0.00
C 0.37405 -4.56062 1.47635 -1.6 -2.3 1.4 0.00
O -0.06716 -5.63112 1.16087 1.1 2.3 -0.2 0.00
N 1.12074 -3.72658 0.35825 -2.0 -0.1 -0.8 0.00
H 1.50036 -2.86805 0.73096 0.0 0.3 0.3 0.00
H 1.90378 -4.30167 0.08218 0.2 -0.4 -0.5 0.00
C 0.15240 -3.31573 -0.82132 0.5 -0.4 0.5 0.00
H 0.06289 -4.62900 3.72750 0.0 -0.6 -0.7 0.00
H -0.40015 -3.13932 2.94626 -0.3 0.1 -0.3 0.00
H 1.27086 -3.50016 3.10086 0.2 0.0 0.1 0.00
H -0.54161 -2.59575 -0.38765 -0.1 -0.3 0.0 0.00
H -0.33930 -4.17709 -1.27341 0.0 -0.2 0.8 0.00
H 0.66807 -2.86113 -1.66721 0.7 0.1 0.5 0.00
C -2.22941 -0.17270 -5.02013 -0.7 -1.8 -0.1 0.00
N -1.61812 0.56267 -3.95475 2.0 0.4 1.7 0.00
C -2.20723 1.66675 -3.43381 1.9 0.1 0.8 0.00
C -1.53611 2.36620 -2.39960 -1.1 -1.9 -0.6 0.00
C -0.38163 1.79346 -1.83244 0.0 1.7 0.0 0.00
C 0.26219 0.70271 -2.38467 -2.6 -1.1 -1.7 0.00
C -0.44284 0.04865 -3.43771 0.9 2.0 1.2 0.00
C 0.26108 2.46577 -0.67656 0.5 1.0 0.0 0.00
C 0.34979 3.85826 -0.58674 0.3 0.3 2.0 0.00
C 0.91082 4.42123 0.60612 0.2 -1.4 -0.9 0.00
N 1.46706 3.62319 1.53872 -0.1 -1.1 -1.6 0.00
C 1.43257 2.24905 1.41022 -0.3 1.5 0.5 0.00
C 0.86856 1.68660 0.30885 -0.5 -0.4 -0.3 0.00
C 2.24289 4.22911 2.63684 -0.8 -0.3 0.2 0.00
H -3.06912 0.36179 -5.46432 0.5 0.0 -0.2 0.00
H -2.61045 -1.06532 -4.52400 -0.5 -0.1 -0.3 0.00
H -1.46066 -0.56623 -5.68515 -0.2 0.6 -0.4 0.00
H -3.15479 1.93934 -3.87451 0.0 0.2 0.1 0.00
H -2.07997 3.18298 -1.94853 0.3 0.2 0.1 0.00
H 1.17769 0.31581 -1.96210 0.0 -0.1 -0.3 0.00
H 0.06148 -0.80772 -3.86044 -0.7 -0.2 -0.6 0.00
H 0.00293 4.52460 -1.36268 -0.1 0.0 0.1 0.00
H 1.01387 5.46358 0.86937 -0.2 0.2 -0.6 0.00
H 1.75307 1.69540 2.28036 0.3 0.0 -0.2 0.00
H 0.84377 0.61434 0.18219 -0.1 0.0 0.5 0.00
H 1.51763 4.20695 3.45023 0.6 0.4 0.5 0.00
H 2.53360 5.23556 2.33578 -0.1 -0.1 0.3 0.00
H 3.12159 3.61355 2.82938 -0.2 0.1 0.1 0.00
As -2.37287 -0.66762 1.99207 -3.8 2.1 2.6 0.00
F -2.88260 -2.32955 1.92327 1.1 0.3 -0.5 0.00
F -1.90471 -0.88668 3.70256 0.7 0.0 -1.9 0.00
F -2.07432 1.14908 2.16919 0.9 -2.2 -0.7 0.00
F -3.02844 -0.33220 0.37710 1.4 -0.4 0.5 0.00
F -4.01845 -0.29444 2.63498 1.7 -0.3 -0.8 0.00
F -0.70873 -1.07678 1.34454 -1.1 0.5 0.4 0.00

No. 2
10
Properties=species:S:1:pos:R:3:forces:R:3:lowdin_charge:R:1 method="wB97M-V/def2-TZVPD" gap_ev=11.1 total_charge=0 e_above_lowest_ev=0.469 mol_weight_g_mol=88.07 multiplicity=1 smiles="NC(=O)NC=O" e_lumo_ev=0.66 e_tot_ha=-338.63596
N -1.01274 -0.87186 1.20797 0.1 -0.2 0.2 0.12
C -0.29138 0.18658 0.62470 0.1 0.4 0.2 -0.57
O -0.16800 1.28989 1.10583 0.2 -0.4 -0.3 0.09
N 0.30902 -0.22298 -0.55651 0.0 0.0 -0.2 0.12
C 1.08859 0.60589 -1.34621 0.2 0.0 -0.2 -0.30
O 1.77825 0.19468 -2.24687 -0.3 0.1 0.3 0.05
H -1.94673 -0.91289 0.83693 -0.3 -0.3 -0.4 0.09
H -1.09571 -0.71849 2.19917 0.0 0.2 0.3 0.09
H 0.33010 -1.21347 -0.76445 0.0 0.1 0.1 0.15
H 1.00860 1.66264 -1.06057 0.0 0.0 0.0 0.14